88
Properties=species:S:1:pos:R:3:lowdin_charge:R:1 method="wB97M-V/def2-TZVPD" lumo_energy_ev=2.286 max_force_ha_per_bohr=0.0038 e_above_lowest_kj_mol=0.0 orbital_gap_ev=7.04 total_charge=-1 homo_energy_ev=-4.755 e_tot_ev=-176912.5766
Sb -1.795 -1.244 -1.142 0.866
Cu -0.152 1.844 2.490 0.332
Cl 1.511 -0.134 0.844 0.769
Cl 0.814 4.924 -0.957 0.669
Cl 4.658 1.776 -3.076 0.623
S 3.313 -0.203 4.329 0.537
S 1.722 1.722 6.553 1.024
Si -0.152 -2.772 -2.367 0.252
Si -3.979 -2.275 -1.958 0.244
Si -1.797 0.910 -2.529 0.275
O 0.277 2.609 0.750 -0.194
O 3.360 -1.588 3.931 -0.332
O 3.853 0.153 5.628 -0.380
N 1.848 0.360 4.124 -0.154
N 6.118 2.986 0.154 0.098
N -1.614 0.247 2.594 0.026
N 0.265 1.996 4.451 -0.058
C -2.302 2.250 -1.323 -0.226
C -3.714 -0.859 2.361 -0.094
C 1.517 -1.947 -2.541 -0.225
C -3.166 -2.036 2.846 -0.085
C -0.104 1.237 -3.250 -0.212
C -3.028 0.921 -3.953 -0.236
C 5.480 0.830 1.070 -0.049
C 4.257 2.093 3.209 -0.053
C 0.398 2.840 6.592 -0.434
C 1.243 2.408 -0.059 -0.496
C 2.995 0.994 -1.081 -0.188
C -4.318 -2.462 -3.798 -0.217
C -4.087 -3.990 -1.190 -0.239
C 3.349 2.020 -1.937 -0.695
C 4.845 0.077 2.048 -0.075
C -2.894 0.250 2.234 -0.153
C 1.302 1.295 4.895 -0.703
C 4.235 0.705 3.116 -0.297
C -1.090 -0.883 3.074 -0.132
C -0.242 2.842 5.407 -0.262
C 5.485 2.220 1.139 -0.330
C -5.368 -1.217 -1.253 -0.231
C 1.666 3.406 -0.980 -0.591
C -1.827 -2.050 3.202 -0.051
C 1.969 1.189 -0.179 -0.554
C 0.055 -4.264 -1.244 -0.239
C 2.687 3.234 -1.893 -0.165
C -0.712 -3.381 -4.056 -0.233
C 4.874 2.844 2.231 -0.027
H 0.085 -3.976 -4.513 0.027
H -3.275 1.182 1.830 0.111
H -3.773 -2.927 2.946 0.103
H 3.765 2.583 4.041 0.113
H 0.696 1.124 -2.518 0.004
H -2.997 1.900 -4.440 0.030
H -0.896 -4.770 -1.064 0.009
H -4.050 0.754 -3.605 0.010
H -3.317 -4.651 -1.595 0.011
H -6.347 -1.638 -1.497 0.029
H -0.059 2.260 -3.636 0.042
H -1.596 -4.016 -3.976 0.007
H -2.357 3.219 -1.827 0.032
H -3.943 -3.938 -0.108 0.017
H 1.513 -1.126 -3.257 0.017
H -1.580 2.332 -0.506 0.006
H 2.952 4.036 -2.567 0.100
H 5.724 3.911 0.064 0.083
H -5.327 -0.201 -1.654 0.016
H 6.145 2.533 -0.749 0.044
H 0.085 0.553 -4.082 0.026
H -1.091 3.462 5.156 0.099
H -2.793 0.163 -4.703 0.019
H 3.514 0.046 -1.111 0.098
H -0.946 -2.553 -4.728 0.024
H 0.455 -3.952 -0.276 0.029
H -4.364 -1.497 -4.302 0.003
H -3.287 2.027 -0.902 0.018
H 4.869 3.927 2.291 0.109
H -5.061 -4.446 -1.388 0.026
H -3.564 -3.068 -4.300 0.004
H -1.353 -2.944 3.582 0.107
H 4.802 -1.003 1.980 0.109
H -0.045 -0.834 3.368 0.082
H 0.187 3.441 7.460 0.047
H -5.284 -1.149 -0.167 -0.001
H -5.287 -2.955 -3.924 0.029
H 1.840 -1.551 -1.575 -0.013
H -4.756 -0.798 2.077 0.091
H 0.749 -4.986 -1.684 0.029
H 5.950 0.339 0.224 0.111
H 2.256 -2.685 -2.870 0.036